Entry 1:
Entry from OMol25: a 2-piece molecular cluster, C4H10S2 overall in a non-equilibrium geometry (ωB97M-V/def2-TZVPD).

XYZ file:
```
16
Properties=species:S:1:pos:R:3:forces:R:3
C 1.91789 -1.14351 1.19652 0.6263 0.3316 -0.4024
S 1.22360 -1.19100 -0.47049 -1.4462 -1.9547 0.8684
S 2.79191 0.22489 -1.38097 1.7302 1.6525 -0.7683
H 2.30881 -0.12893 1.36619 -0.3156 -0.0267 0.2291
H 1.15340 -1.41636 1.91483 -0.0776 0.1471 0.1789
H 2.78943 -1.79131 1.33108 -0.1326 -0.2124 -0.1401
H 2.58082 -0.32208 -2.57889 -0.0506 -0.1160 0.0313
C -0.85790 1.41512 -0.30259 1.3842 -0.3545 -0.2116
C -1.60976 0.12444 -0.41361 -1.5962 0.3224 -0.3523
C -2.73831 -0.08934 0.26175 0.3888 0.4864 0.4108
H -0.11164 1.32320 0.49734 -0.1638 0.2803 -0.0543
H -1.46071 2.31378 -0.18959 -0.3695 -0.2108 0.3451
H -0.25180 1.58521 -1.19984 -0.0254 -0.1956 0.1159
H -1.36411 -0.60434 -1.16561 0.3553 0.1696 -0.3057
H -3.44571 -0.87268 0.02543 0.2233 -0.2779 0.2748
H -2.92591 0.57293 1.10844 -0.5305 -0.0410 -0.2196
```
Positions in Å, forces in eV/Å.

- 2S+1 = 2
- total charge = -1
- expectation value of S² = 0.754


Entry 2:
Entry from OMol25: a 2-piece molecular cluster, C4H10S2 overall in a non-equilibrium geometry (ωB97M-V/def2-TZVPD).

XYZ file:
```
16
Properties=species:S:1:pos:R:3:forces:R:3
C 1.33716 -1.57707 -0.20522 -0.7643 0.0811 -0.6069
S 1.66743 -0.22394 -1.36232 0.8631 0.0444 0.8238
S 3.57461 0.25872 -0.58661 -0.3740 0.2437 -0.5766
H 0.39797 -1.94656 -0.63265 0.1411 -0.4302 0.2997
H 2.12065 -2.32644 -0.22327 -0.0053 -0.0778 -0.1414
H 1.11960 -1.25797 0.81023 0.1504 0.2559 -0.0281
H 4.14368 0.44183 -1.79572 0.0023 -0.1312 0.2381
C -1.97196 1.05016 -0.63536 0.9324 -0.5930 0.0437
C -1.83901 0.38433 0.70402 0.1876 0.7123 0.6074
C -0.95212 0.64395 1.67038 -0.7355 -0.6780 0.0285
H -1.81976 2.12260 -0.61675 0.0411 0.1787 0.2380
H -2.89943 0.84612 -1.15814 -0.0872 -0.1948 0.0619
H -1.12443 0.62644 -1.18531 -0.2655 0.2266 -0.5853
H -2.50923 -0.42409 0.96060 -0.4107 0.0274 -0.2356
H -1.14395 0.07203 2.57167 0.5233 0.0040 0.1453
H -0.10120 1.30989 1.68445 -0.1988 0.3309 -0.3125
```
Positions in Å, forces in eV/Å.

- SMILES = C=CC.CSS


Entry 3:
Entry from OMol25: one molecule with the formula C4H10S2 in a non-equilibrium geometry (ωB97M-V/def2-TZVPD).

XYZ file:
```
16
Properties=species:S:1:pos:R:3:forces:R:3
C 0.84108 -0.56072 -1.85973 -0.7917 -0.2715 -1.9804
C 1.39654 0.64955 -2.63612 -1.9552 -0.8746 -0.9296
C -0.60525 -0.37083 -1.48402 -1.3797 -0.6157 1.9063
S -0.91867 0.78163 0.08764 0.5980 -0.3236 -1.2305
S -0.26268 -0.62939 1.41494 -0.7144 -2.1101 -0.0637
C 0.47066 -0.01900 2.93590 3.7859 -1.7140 -2.4584
H 0.96889 -1.47007 -2.52725 -0.2407 0.7557 1.0729
H 1.25585 -0.71616 -0.92298 1.7759 -0.5389 1.5817
H 0.92706 1.54383 -2.17081 0.9810 -0.1783 -0.3542
H 2.49831 0.59495 -2.64458 -0.6208 0.5445 -0.2994
H 0.88484 0.52144 -3.69002 1.5107 0.6218 1.7013
H -1.11243 0.27379 -2.19228 -0.6378 -0.5025 -0.3672
H -1.14882 -1.37184 -1.15941 0.9206 2.2010 -1.0887
H 1.61982 -0.19212 2.79359 -1.8180 1.4543 0.3070
H 0.08584 0.92610 3.05612 -0.2149 2.2050 1.0704
H 0.30404 -0.73965 3.68014 -1.1990 -0.6533 1.1323
```
Positions in Å, forces in eV/Å.

- SMILES = CCCSSC


Entry 4:
Entry from OMol25: one molecule with the formula C4H10Se in a non-equilibrium geometry (ωB97M-V/def2-TZVPD).

XYZ file:
```
15
Properties=species:S:1:pos:R:3:forces:R:3
C -1.01584 -1.15325 0.62936 -0.1102 -2.8844 -0.7234
C -0.96320 -0.05789 -0.48602 -3.1679 1.3043 2.4866
C -0.07653 1.11611 -0.11348 3.7461 -2.1000 -1.8891
C 1.70701 0.68363 -0.58748 -3.5839 0.3778 1.7294
Se 2.99685 1.97261 0.03136 0.1732 0.1201 0.3588
H -0.75749 -0.73004 1.66203 -0.4587 -0.7781 -1.5831
H -0.47588 -2.17807 0.41528 0.1243 2.3115 0.4728
H -2.03409 -1.66665 0.60225 0.8040 1.2993 0.5467
H -0.91854 -0.29160 -1.54408 0.3542 -0.6535 0.0883
H -2.08587 0.36217 -0.35287 2.2644 -0.5104 -0.6362
H 0.00925 1.31589 0.93082 -0.1675 0.1262 0.6777
H -0.39117 1.96717 -0.66765 0.2419 0.9273 -0.3791
H 1.91944 -0.25886 -0.06435 -0.2188 0.2392 -0.4371
H 1.74157 0.56361 -1.66051 0.1141 0.0726 -0.1438
H 3.09365 1.45131 1.42575 -0.1151 0.1482 -0.5686
```
Positions in Å, forces in eV/Å.

- SMILES = CCCC[SeH]


Entry 5:
Entry from OMol25: a 2-piece molecular cluster, C4H10Si overall in a non-equilibrium geometry (ωB97M-V/def2-TZVPD).

XYZ file:
```
15
Properties=species:S:1:pos:R:3:forces:R:3
C -0.71701 0.03686 0.28290 -0.9512 1.9859 0.9270
C 0.84349 -0.01437 -0.13334 -2.2993 3.7897 -1.5692
C -1.33230 -1.03669 1.30310 0.1434 0.5905 -2.6776
C 1.69722 1.29641 -0.17560 -0.2960 -1.3840 -4.3606
Si -0.34102 -0.49735 -1.53377 0.0835 0.8593 2.6072
H -1.33766 1.40997 0.56434 2.0722 -4.1209 -1.1136
H 1.29022 -0.73427 0.40939 1.5680 -2.8068 1.4771
H -2.42724 -0.94922 1.09449 0.7444 -1.0493 -0.3828
H -1.37411 -0.80081 2.33782 1.1043 0.3205 1.0744
H -0.81313 -2.03831 1.06661 -1.3070 1.3265 0.5962
H 2.09471 1.53293 0.74712 0.3663 0.9702 2.0284
H 1.05212 2.04257 -0.69934 0.6577 -0.0050 1.0187
H 2.63114 1.20822 -0.90150 -1.8385 -0.1934 1.3776
H -0.29353 -1.87506 -1.92360 -0.2581 -0.7852 -0.2313
H -0.97290 0.41911 -2.43863 0.2103 0.5020 -0.7716
```
Positions in Å, forces in eV/Å.


Entry 6:
Entry from OMol25: C4H11AgBrNO as an isolated structure in a non-equilibrium geometry (ωB97M-V/def2-TZVPD).

XYZ file:
```
19
Properties=species:S:1:pos:R:3:forces:R:3
Ag -0.18820 -0.92986 2.34328 -0.2903 0.1454 -0.7552
Br -1.38783 -3.33687 2.90080 0.2015 0.4075 0.1651
C 0.46682 2.49299 -0.59944 0.5234 -0.5801 -0.8909
C -0.10615 1.20962 -0.05840 -2.1457 -1.7369 2.7616
C -0.00669 -0.14497 -0.74843 1.1243 0.9398 -1.3876
O -0.19626 -1.32774 0.09429 -0.3516 3.1520 0.1420
C -0.54437 -2.46673 -0.62088 0.0578 -1.9780 -1.4964
N 0.51251 0.96542 1.24969 0.9971 -0.1701 0.5972
H 1.47474 2.57239 -0.19216 0.2217 0.3280 -0.4131
H -0.07997 3.41456 -0.39984 -0.2212 -0.3755 0.0743
H 0.52759 2.29356 -1.66931 0.2288 0.6485 -0.2617
H -1.14132 1.30086 0.27054 -0.6077 0.4068 -0.7939
H 1.00606 -0.27098 -1.13129 0.4343 -0.0577 0.0218
H -0.59460 -0.03542 -1.65972 -0.7071 -0.9664 0.2318
H -0.86709 -3.23364 0.08326 0.3503 -0.0166 -0.3130
H 0.34288 -2.70764 -1.20640 0.5777 -0.7645 0.5033
H -1.22985 -2.40880 -1.46638 -0.9199 0.9070 0.6074
H 1.48077 0.79681 1.01699 0.8169 -0.5794 0.5727
H 0.53091 1.81639 1.79340 -0.2900 0.2900 0.6348
```
Positions in Å, forces in eV/Å.

- 2S+1 = 3
- total charge = +2
- expectation value of S² = 2.009


Number 1: E -954.728419 Eh. Number 2: E -954.727928 Eh. Number 3: E -954.716547 Eh. Number 4: E -2559.747489 Eh. Number 5: E -447.734908 Eh. Number 6: E -3009.159061 Eh.